111
Properties=species:S:1:pos:R:3:lowdin_charge:R:1 method="wB97M-V/def2-TZVPD" smiles="O=S1(=O)OCCO1.C1CCOC1.C1CCOC1.C1CCOC1.C1CCOC1.NC(N)=O.NC(N)=O.NC(N)=O.NC(N)=O.NC(N)=O.NC(N)=O" relative_energy_kcal_mol=0.0 multiplicity=1 lumo_energy_ev=0.1 e_homo_ev=-9.12 total_energy_ev=-83245.5768 gap_ha=0.3386
O 3.3459 1.4780 5.1973 -0.208
S 2.2651 1.9649 4.4071 0.610
O 1.3416 0.9778 3.9298 -0.248
O 1.5746 3.2647 4.9806 -0.179
C 1.8667 4.4613 4.2354 -0.131
C 3.0651 4.1285 3.3905 -0.152
O 2.8918 2.7293 3.1359 -0.210
H 0.9469 4.7410 3.7214 0.118
H 2.0780 5.2245 4.9852 0.139
H 4.0387 4.2481 3.8673 0.138
H 3.0710 4.6857 2.4562 0.122
C 2.5643 3.1878 -1.8162 -0.175
C 2.8777 3.0782 -0.3317 -0.166
C 4.4231 2.9601 -0.3941 -0.158
O 4.7925 3.8078 -1.4981 -0.121
C 3.6175 4.2157 -2.1848 -0.221
H 1.5174 3.4482 -1.9837 0.097
H 2.7718 2.3415 -2.4776 0.109
H 2.3456 2.2425 0.1302 0.095
H 2.6029 3.9979 0.1872 0.098
H 4.7118 1.9161 -0.4940 0.092
H 4.8540 3.4402 0.4874 0.115
H 3.7415 4.2696 -3.2699 0.120
H 3.3588 5.2267 -1.8400 0.120
C 1.0066 -2.5644 4.2369 -0.177
C 1.3281 -3.7441 5.1389 -0.167
C 2.8574 -3.8785 5.2024 -0.175
O 3.3136 -2.8473 4.3196 -0.121
C 2.3470 -1.8347 4.1870 -0.224
H 0.2054 -1.9526 4.6587 0.092
H 0.5983 -2.8332 3.2564 0.102
H 0.7830 -4.6755 4.9745 0.106
H 1.0068 -3.4626 6.1500 0.104
H 3.3000 -4.7758 4.7707 0.117
H 3.2016 -3.7966 6.2372 0.113
H 2.4703 -1.2566 3.2762 0.090
H 2.3168 -1.0956 4.9965 0.103
C -4.7018 -4.0711 -2.2188 -0.161
C -3.3057 -4.3567 -2.8177 -0.149
C -2.4289 -3.8628 -1.6879 -0.203
O -3.0816 -4.2649 -0.4833 -0.192
C -4.4654 -4.5646 -0.8157 -0.171
H -5.4625 -4.6753 -2.7175 0.118
H -5.0281 -3.0394 -2.3345 0.113
H -3.1559 -3.9278 -3.8027 0.105
H -3.2782 -5.4498 -2.8540 0.118
H -2.3418 -2.7646 -1.6859 0.106
H -1.3945 -4.1928 -1.8201 0.128
H -5.1615 -4.1166 -0.1033 0.124
H -4.4963 -5.6547 -0.7286 0.123
C -0.8141 4.5520 -0.1648 -0.164
C -1.0056 3.0371 0.0310 -0.133
C -1.0329 2.8688 1.5711 -0.153
O -1.1550 4.2169 2.0676 -0.161
C -0.5132 5.1365 1.1952 -0.204
H -1.6893 5.0233 -0.6252 0.113
H -0.1067 4.8175 -0.9601 0.098
H -0.0894 2.6196 -0.3896 0.078
H -1.9059 2.7346 -0.4895 0.088
H -0.1204 2.3499 1.8817 0.094
H -1.9313 2.4403 2.0092 0.113
H 0.5432 5.2421 1.4918 0.098
H -0.9583 6.1094 1.4111 0.123
N -4.0156 -0.7124 -6.8720 0.142
C -3.9485 -1.1460 -5.5686 -0.658
N -2.7040 -1.2374 -5.0127 0.160
O -4.9685 -1.4573 -4.9447 0.003
H -3.1652 -0.4291 -7.3288 0.080
H -4.8307 -0.2806 -7.2579 0.098
H -1.8931 -0.9605 -5.5677 0.040
H -2.5840 -1.3978 -4.0353 0.084
N 1.1680 0.1994 -4.0056 0.171
C 0.5691 -0.8582 -4.6486 -0.631
N -0.0177 -0.5685 -5.8879 0.102
O 0.5758 -2.0176 -4.2071 0.011
H 1.5734 -0.1008 -3.1160 0.070
H 1.2740 1.0769 -4.4650 0.088
H -0.0080 -1.3084 -6.5732 0.112
H 0.1086 0.3376 -6.3084 0.097
N -3.6970 0.8147 -0.3673 0.158
C -4.9160 1.3109 0.0166 -0.643
N -5.1175 1.2929 1.3869 0.143
O -5.7923 1.7693 -0.7261 0.002
H -3.3218 0.8848 -1.2890 0.094
H -3.2149 0.2497 0.3132 0.028
H -5.9669 1.6617 1.7594 0.093
H -4.4300 0.9057 2.0057 0.071
N -2.4774 -1.6901 3.6031 0.164
C -2.4583 -2.0348 2.2639 -0.580
N -2.5075 -3.3775 1.9983 0.175
O -2.4944 -1.1829 1.3295 -0.064
H -2.4790 -2.4337 4.2659 0.092
H -2.4659 -0.7121 3.8248 0.103
H -2.7094 -4.0568 2.7002 0.097
H -2.5104 -3.6454 0.9894 0.081
N 1.3007 -0.3729 0.9377 0.191
C 1.0224 -0.6103 -0.3854 -0.577
N -0.3280 -0.5521 -0.6344 0.189
O 1.8917 -0.8622 -1.2490 -0.038
H 2.2478 -0.3276 1.2681 0.099
H 0.5829 -0.1137 1.5869 0.080
H -0.9167 -0.6293 0.1844 0.050
H -0.6796 -0.8189 -1.5356 0.090
N 4.5139 -2.7092 -2.3528 0.150
C 5.3101 -1.8632 -1.5942 -0.645
N 4.6503 -0.6870 -1.2656 0.138
O 6.4401 -2.1286 -1.1983 0.008
H 3.5845 -2.4275 -2.5960 0.071
H 4.7515 -3.6603 -2.5475 0.093
H 5.0912 -0.0331 -0.6517 0.069
H 3.6442 -0.6255 -1.4272 0.032



75
Properties=species:S:1:pos:R:3:lowdin_spin:R:1 method="wB97M-V/def2-TZVPD" multiplicity=2 lumo_energy_ev="0.6 / -0.2" e_homo_ev="-8.77 / -9.01" s_squared=0.7546 total_energy_ev=-44072.6772 gap_ha="0.3443 / 0.3251"
C -1.0504 -0.5571 1.1873 0.005
C -0.0947 0.4882 2.0836 0.024
C -1.0710 1.7848 2.3765 0.021
C 1.0770 0.9796 1.0628 -0.001
C 2.5064 1.3861 1.7459 0.000
C 2.7693 3.0361 1.6918 0.000
C 2.4305 3.8060 3.0947 0.000
C 2.5257 5.4655 2.9087 0.000
S 0.8240 5.9530 2.1887 0.000
C 2.7952 0.7214 3.2120 -0.001
C 1.4702 0.2850 4.0701 0.022
C 2.0021 -0.9802 5.0358 0.006
C 1.0180 1.4414 5.1913 0.021
N 0.3291 -0.2914 3.2865 0.343
O -0.7108 -0.6638 4.0730 0.554
H -2.1651 -0.2998 1.4619 0.000
H -0.8286 -1.6764 1.5312 0.000
H -0.9002 -0.4162 0.0284 0.000
H -1.6802 1.9749 1.3694 0.001
H -1.9004 1.5642 3.1988 0.003
H -0.5030 2.7817 2.6040 0.000
H 1.2702 0.0851 0.3000 0.000
H 0.6070 1.8481 0.3950 0.000
H 3.3464 0.9440 1.0202 0.000
H 2.2711 3.5337 0.7316 0.000
H 3.9431 3.1468 1.5104 0.000
H 3.1853 3.5569 3.9700 0.000
H 1.3332 3.6001 3.4442 0.000
H 2.5748 5.9645 3.9914 0.000
H 3.4190 5.8001 2.2316 0.000
H 0.4023 4.8462 1.3849 0.000
H 3.3970 -0.2890 3.0031 0.000
H 3.5490 1.3752 3.8672 0.000
H 2.4100 -1.8667 4.3865 0.000
H 1.1445 -1.3042 5.7952 0.000
H 2.8886 -0.5398 5.6859 0.000
H 0.2729 2.2329 4.7670 0.001
H 0.4767 0.8349 6.0559 0.002
H 2.0111 1.9628 5.5948 0.001
C -2.6992 -1.4154 -3.8786 0.000
C -2.0583 -0.2945 -3.0868 0.000
O -0.7183 -0.6344 -2.7624 0.000
H -2.6867 -2.3479 -3.3047 0.000
H -3.7345 -1.1710 -4.1328 0.000
H -2.1439 -1.6032 -4.8033 0.000
H -2.6032 -0.1249 -2.1534 0.000
H -2.0553 0.6383 -3.6591 0.000
H -0.2409 -0.7746 -3.5981 0.000
C -3.8856 -1.1923 -8.3668 0.000
C -3.2447 -0.0713 -7.5751 0.000
O -1.9047 -0.4112 -7.2506 0.000
H -3.8731 -2.1247 -7.7929 0.000
H -4.9209 -0.9478 -8.6210 0.000
H -3.3303 -1.3801 -9.2915 0.000
H -3.7896 0.0982 -6.6416 0.000
H -3.2417 0.8615 -8.1473 0.000
H -1.4273 -0.5515 -8.0863 0.000
C 0.0476 -1.0062 9.0194 0.000
C 0.9205 -2.1967 8.6803 0.000
O 1.0299 -3.0544 9.8066 0.000
H 0.4668 -0.4498 9.8641 0.000
H -0.0432 -0.3325 8.1627 0.000
H -0.9537 -1.3329 9.3189 0.000
H 1.9263 -1.8672 8.4029 0.000
H 0.5011 -2.7656 7.8449 0.000
H 0.1324 -3.3481 10.0397 0.000
C -0.0835 -4.3363 -9.4247 0.000
C -0.7016 -3.4581 -10.4928 0.000
O -0.6317 -2.0952 -10.1006 0.000
H -0.6019 -4.2030 -8.4695 0.000
H -0.1335 -5.3909 -9.7097 0.000
H 0.9643 -4.0651 -9.2587 0.000
H -1.7542 -3.7176 -10.6399 0.000
H -0.1804 -3.5759 -11.4478 0.000
H 0.3075 -1.8725 -9.9808 0.000



98
Properties=species:S:1:pos:R:3:lowdin_charge:R:1 method="wB97M-V/def2-TZVPD" smiles="N=[PH2]BCCCS.O=C1OCCO1.O=C1OCCO1.O=C1OCCO1.O=C1OCCO1.O=C1OCCO1.O=C1OCCO1.O=C1OCCO1.O=C1OCCO1" multiplicity=1 lumo_energy_ev=0.1 e_homo_ev=-7.39 total_energy_ev=-100125.4049 gap_ha=0.2746
N -2.4123 -0.3078 -1.7131 -0.327
P -1.9216 1.0093 -0.9193 0.731
B -3.2837 2.3951 -0.9927 -0.229
C -4.7761 1.8538 -1.1205 -0.271
C -5.8411 2.9524 -0.8751 -0.274
C -7.2758 2.5192 -1.3582 -0.511
S -7.5627 0.7051 -1.3411 0.710
H -2.4326 -1.0933 -1.0796 -0.089
H -1.6850 0.7498 0.4593 0.005
H -0.7630 1.4874 -1.5983 -0.032
H -3.0008 3.5473 -0.9496 0.036
H -4.8476 1.3571 -2.0910 0.093
H -4.8671 1.1129 -0.3172 0.096
H -5.8358 3.2156 0.1826 0.105
H -5.5171 3.8414 -1.4256 0.096
H -8.0082 3.0416 -0.7418 0.056
H -7.3848 2.8677 -2.3830 0.069
H -7.7793 0.3647 -0.0403 -0.123
O -2.8140 3.1127 1.7744 0.144
C -1.7153 3.2415 2.2032 -0.578
O -1.3894 3.0968 3.5052 0.076
C 0.0387 3.0690 3.5997 -0.107
C 0.4630 3.7924 2.3523 -0.120
O -0.6249 3.5235 1.4520 0.040
H 0.3792 3.5584 4.5086 0.137
H 0.3697 2.0282 3.6123 0.140
H 0.5411 4.8728 2.4975 0.142
H 1.4008 3.4182 1.9573 0.081
O -2.6041 -1.7345 1.8207 0.150
C -1.9082 -2.6104 1.4334 -0.589
O -0.9304 -3.1870 2.1631 0.071
C -0.4454 -4.3170 1.4281 -0.120
C -0.8162 -3.9661 0.0128 -0.105
O -1.9714 -3.1393 0.1886 0.045
H 0.6186 -4.4398 1.5648 0.083
H -0.9548 -5.2171 1.7807 0.143
H -0.0418 -3.3832 -0.4920 0.133
H -1.0498 -4.8401 -0.5908 0.135
O 1.9685 -5.9592 1.7793 0.138
C 2.4431 -5.5127 2.7770 -0.581
O 1.9417 -4.4571 3.4548 0.051
C 2.6317 -4.3750 4.7079 -0.102
C 3.9258 -5.0776 4.4041 -0.125
O 3.5444 -5.9997 3.3728 0.081
H 2.7741 -3.3392 5.0066 0.138
H 2.0394 -4.8869 5.4705 0.133
H 4.6800 -4.3851 4.0075 0.101
H 4.3324 -5.6095 5.2638 0.134
O 4.7708 -3.2519 2.4832 0.135
C 4.7062 -3.3515 1.2969 -0.556
O 3.9889 -2.5250 0.5119 0.058
C 4.3376 -2.8120 -0.8515 -0.111
C 4.8336 -4.2295 -0.7645 -0.098
O 5.3367 -4.2980 0.5770 0.084
H 3.4743 -2.7043 -1.5038 0.141
H 5.1101 -2.1181 -1.1718 0.102
H 4.0326 -4.9642 -0.8775 0.136
H 5.6167 -4.4439 -1.4873 0.130
O 3.5784 0.4514 -2.2540 0.166
C 3.0609 1.5066 -2.1196 -0.578
O 1.8221 1.6956 -1.6142 0.055
C 1.6442 3.0992 -1.3998 -0.123
C 2.6292 3.7041 -2.3662 -0.103
O 3.6370 2.6905 -2.4559 0.043
H 0.6184 3.3956 -1.6027 0.123
H 1.8810 3.3311 -0.3581 0.117
H 2.1999 3.8643 -3.3575 0.136
H 3.0507 4.6411 -2.0079 0.137
O -14.3531 1.1359 -1.1781 0.170
C -13.2535 1.1999 -0.7510 -0.580
O -12.9277 1.0335 0.5543 0.060
C -11.5023 0.9544 0.6400 -0.124
C -11.0588 1.6748 -0.6057 -0.138
O -12.1534 1.4495 -1.4995 0.065
H -11.1425 1.4262 1.5520 0.132
H -11.2060 -0.0975 0.6433 0.134
H -10.9468 2.7512 -0.4487 0.133
H -10.1300 1.2769 -1.0147 0.059
O 3.2575 3.1018 2.5897 0.147
C 4.0108 2.4767 1.9187 -0.553
O 4.3977 2.8226 0.6693 0.059
C 5.4712 1.9498 0.2920 -0.103
C 5.2356 0.7475 1.1686 -0.098
O 4.5888 1.3219 2.3079 0.086
H 5.4258 1.7129 -0.7687 0.117
H 6.4204 2.4460 0.5048 0.138
H 4.5642 0.0173 0.7108 0.126
H 6.1571 0.2474 1.4561 0.141
O 6.6977 -2.1605 -2.7784 0.158
C 6.7082 -1.3006 -3.5940 -0.564
O 7.8205 -0.8582 -4.2239 0.071
C 7.4011 0.0059 -5.2821 -0.117
C 6.0449 0.4632 -4.8094 -0.119
O 5.6098 -0.6355 -4.0095 0.055
H 8.1023 0.8270 -5.4131 0.134
H 7.3508 -0.5693 -6.2093 0.135
H 6.0964 1.3566 -4.1827 0.132
H 5.3519 0.6455 -5.6276 0.137



49
Properties=species:S:1:pos:R:3:lowdin_spin:R:1 method="wB97M-V/def2-TZVPD" total_charge=-1 relative_energy_kcal_mol=0.0 multiplicity=2 lumo_energy_ev="0.7 / 1.8" e_homo_ev="-4.09 / -4.08" s_squared=1.2215 total_energy_ev=-199267.2290 gap_ha="0.1775 / 0.2170"
Tc -1.0817 -1.3670 -0.5727 1.299
O -1.7520 -3.7033 2.4678 0.001
S -1.7504 -3.4797 1.0471 0.005
O -2.2881 -4.5368 0.2327 0.001
O -0.3763 -3.0385 0.5360 0.002
O -2.5082 -2.1538 0.7271 0.031
Se -1.9087 0.5659 -1.7238 -0.285
Te -2.5993 -0.6751 -3.7986 -0.106
Te -1.4854 -4.4048 -4.0497 0.015
Se -2.4254 -2.7831 -2.3245 -0.029
C -0.1124 3.6742 -2.2787 -0.003
C -0.4209 3.7013 -0.9263 -0.001
C 0.2191 2.8333 -0.0582 0.000
C 1.1411 1.9071 -0.5322 -0.002
C 1.4697 1.8944 -1.8852 -0.004
C 0.8394 2.7802 -2.7471 -0.005
N 1.7496 1.1265 0.5258 0.001
N 2.1146 -0.0441 0.4020 0.001
C 2.0267 -0.7526 -0.8541 0.010
C 3.2727 -0.9617 -1.4339 -0.002
C 3.3745 -1.5821 -2.6684 0.011
C 2.2182 -2.0234 -3.2922 0.000
C 0.9912 -1.8718 -2.6613 0.021
C 0.8451 -1.2415 -1.4195 -0.004
H -0.6090 4.3486 -2.9643 0.000
H -1.1588 4.3971 -0.5472 0.000
H 0.0037 2.8505 1.0033 0.000
H 2.2028 1.2046 -2.2726 0.000
H 1.0895 2.7581 -3.8001 0.000
H 4.1544 -0.6065 -0.9131 0.000
H 4.3460 -1.7295 -3.1236 0.001
H 2.2564 -2.5277 -4.2498 0.000
H 0.1256 -2.2908 -3.1678 0.001
C -2.7151 1.5449 2.4250 0.000
C -2.5414 0.0991 2.8567 0.003
S -0.9194 -0.5904 2.4782 0.005
O -0.6527 -0.0935 1.0420 0.032
C 0.1383 0.4966 3.4463 0.000
C 1.5201 -0.1190 3.6090 0.000
H -3.7528 1.8445 2.5759 0.000
H -2.4809 1.6530 1.3672 -0.001
H -2.0818 2.2265 2.9949 0.000
H -3.2165 -0.5690 2.3245 0.000
H -2.6826 -0.0502 3.9297 0.000
H -0.3663 0.6354 4.4055 0.000
H 0.1865 1.4488 2.9148 0.000
H 1.4646 -1.0692 4.1408 0.000
H 2.1576 0.5600 4.1761 0.000
H 1.9789 -0.2855 2.6365 0.000